[1]
C5H7NO in the gas phase, computed with the ωB97M-V functional and the def2-TZVPD basis.

Positions of all 14 atoms, in Å:
O (-1.711, -0.959, 2.502)
C (-1.411, -1.481, 1.213)
C (-0.118, -0.912, 0.729)
C (0.043, 0.007, -0.189)
C (0.728, 0.847, -0.894)
C (1.377, 1.255, -2.118)
N (1.191, 2.170, -0.955)
H (-0.899, -0.999, 3.029)
H (-1.355, -2.581, 1.240)
H (-2.208, -1.176, 0.523)
H (0.825, -1.208, 1.186)
H (0.735, 1.312, -2.993)
H (2.408, 0.926, -2.255)
H (0.395, 2.799, -1.018)

Results
E_LUMO ... 0.0308 hartree
Gap between HOMO and LUMO ... 9.79 eV
SMILES ... OCC=C=C1CN1
HOMO energy ... -9.0 eV


[2]
C5H7NO in the gas phase, computed with the ωB97M-V functional and the def2-TZVPD basis.

Positions of all 14 atoms, in Å:
O (-1.977, 0.392, -2.139)
C (-1.878, 0.270, -0.923)
C (-0.648, -0.101, -0.259)
C (0.692, 0.251, -0.896)
N (1.214, 0.154, 0.511)
C (1.296, -1.152, 0.732)
C (-0.139, 0.529, 1.038)
H (-2.779, 0.380, -0.273)
H (1.220, -0.416, -1.580)
H (0.752, 1.282, -1.281)
H (1.807, -1.790, 0.017)
H (1.057, -1.555, 1.711)
H (-0.328, 0.092, 2.021)
H (-0.251, 1.626, 1.091)

Results
E_LUMO (alpha / beta) ... -0.0369 / -0.0231 hartree
Gap between HOMO and LUMO (alpha / beta) ... 6.73 / 7.47 eV
HOMO energy (alpha / beta) ... -7.7 / -8.1 eV


[3]
C5H7NO in the gas phase, computed with the ωB97M-V functional and the def2-TZVPD basis.

Positions of all 14 atoms, in Å:
N (-1.183, 2.080, 0.992)
C (-0.786, 1.065, 0.370)
O (-0.797, 1.045, -1.029)
C (-0.286, 0.067, -1.679)
C (0.707, -0.802, -1.129)
C (0.974, -0.684, 0.352)
C (-0.335, -0.216, 0.981)
H (-1.447, 2.826, 0.343)
H (-1.131, -0.982, 0.660)
H (1.567, -0.677, -1.752)
H (0.345, -1.771, -1.439)
H (1.774, 0.032, 0.569)
H (1.275, -1.645, 0.775)
H (-0.328, -0.136, 2.061)

Results
E_LUMO ... 0.0249 hartree
Gap between HOMO and LUMO ... 8.52 eV
HOMO energy ... -7.8 eV


[4]
C5H7NO in the gas phase, computed with the ωB97M-V functional and the def2-TZVPD basis.

Positions of all 14 atoms, in Å:
O (1.554, -0.985, 1.133)
C (1.806, -0.339, -0.097)
C (0.526, -0.068, -0.859)
C (0.103, -0.399, -2.045)
C (-0.556, 0.715, -0.157)
C (-1.985, 0.304, -0.200)
N (-1.190, 0.087, 1.000)
H (1.177, -0.335, 1.742)
H (2.333, 0.614, 0.056)
H (2.460, -0.997, -0.673)
H (-0.328, 1.773, -0.030)
H (-2.255, -0.554, -0.810)
H (-2.750, 1.069, -0.110)
H (-0.895, -0.886, 1.051)

Results
E_LUMO ... -0.0092 hartree
Gap between HOMO and LUMO ... 9.88 eV
HOMO energy ... -10.1 eV


The evaluated relative energy (zero: lowest compared OMol25 entry of this formula, charge and spin) for the records listed, in turn: 387.1; 494.0; 328.1; 512.4 kJ/mol.
The evaluated molecular weight for the records listed, in turn: 97.1; 97.1; 97.1; 97.1 g mol⁻¹.
The evaluated total energy for the records listed, in turn: -324.57704; -324.53630; -324.59951; -324.52930 hartree.